No. 1
A molecular structure, C34H24BrF4N6OPSTi, computed with wB97M-V/def2-TZVPD.

```
73
Properties=species:S:1:pos:R:3:forces:R:3:lowdin_charge:R:1
Ti -1.127 -0.197 -0.171 0.27 0.17 0.10 0.75
N -4.095 -1.580 2.869 -0.09 0.01 -0.03 0.13
C -3.445 -1.070 1.826 0.13 -0.05 -0.05 -0.76
S -1.813 -1.664 1.548 0.04 0.18 0.13 0.78
N -4.047 -0.189 1.068 -0.25 -0.09 0.12 0.02
N -3.258 0.255 0.070 -0.02 0.01 -0.53 -0.20
C -3.813 0.949 -0.859 0.01 -0.10 0.15 -0.06
C -2.953 1.457 -1.915 -0.25 -0.12 -0.10 -0.25
C -3.464 2.053 -3.055 0.22 0.14 0.06 0.03
C -2.571 2.513 -4.014 0.01 -0.03 0.04 0.00
C -1.209 2.349 -3.802 0.01 0.00 0.02 0.00
C -0.778 1.707 -2.654 0.07 0.05 -0.06 -0.08
N -1.630 1.263 -1.724 0.00 -0.21 0.10 0.00
H -3.683 -2.297 3.440 0.01 0.00 0.00 0.11
H -5.049 -1.303 3.040 0.01 0.01 0.01 0.13
H -4.880 1.143 -0.853 0.00 0.02 0.06 0.15
H -4.532 2.161 -3.179 0.00 0.02 0.02 0.13
H -2.934 2.994 -4.912 0.01 0.00 -0.01 0.13
H -0.481 2.703 -4.517 -0.01 0.00 0.00 0.13
H 0.275 1.539 -2.467 -0.01 0.01 -0.01 0.11
F -0.323 4.310 5.923 0.02 -0.01 -0.01 0.18
C -0.066 3.428 4.982 -0.03 -0.04 -0.08 -0.12
C 1.001 2.554 5.111 -0.01 -0.04 -0.09 -0.12
F 1.777 2.599 6.176 -0.02 0.02 0.00 0.17
C 1.253 1.635 4.100 -0.01 -0.01 0.02 -0.20
F 2.312 0.839 4.226 0.01 0.09 0.06 0.13
C 0.447 1.538 2.975 -0.02 0.01 -0.03 -0.29
P 0.807 0.380 1.628 -0.12 -0.05 -0.46 1.04
C 1.312 -1.200 2.324 0.05 -0.07 0.00 -0.41
C 0.893 -1.603 3.590 0.01 0.01 0.03 -0.12
C 1.176 -2.882 4.040 -0.02 0.02 0.03 -0.05
C 1.862 -3.771 3.226 0.03 -0.02 -0.04 -0.05
C 2.267 -3.380 1.957 0.01 -0.04 0.01 -0.05
C 1.991 -2.102 1.500 -0.03 0.01 0.06 -0.10
C 2.225 1.121 0.773 0.10 -0.05 0.13 -0.35
C 1.990 2.172 -0.114 -0.07 -0.01 0.00 -0.11
C 3.044 2.777 -0.777 0.01 0.03 -0.02 -0.06
C 4.344 2.332 -0.564 0.00 0.00 0.00 -0.05
C 4.586 1.297 0.326 0.01 0.01 0.00 -0.05
C 3.532 0.695 1.001 -0.03 -0.01 0.03 -0.07
C -0.599 2.452 2.855 0.05 0.04 0.03 -0.52
Br -1.648 2.541 1.279 0.05 -0.13 0.12 0.99
C -0.860 3.384 3.838 0.01 0.01 0.04 -0.25
F -1.851 4.254 3.709 0.02 -0.01 0.02 0.11
H 0.348 -0.924 4.234 0.00 -0.01 -0.03 0.11
H 0.864 -3.182 5.031 0.00 0.00 0.00 0.12
H 2.084 -4.768 3.583 0.01 0.00 -0.01 0.12
H 2.807 -4.069 1.321 -0.01 -0.01 0.01 0.12
H 2.317 -1.808 0.511 -0.02 0.01 -0.01 0.10
H 0.980 2.538 -0.276 -0.01 -0.02 0.02 0.08
H 2.857 3.601 -1.453 0.00 0.00 0.00 0.11
H 5.169 2.803 -1.082 -0.01 0.00 0.00 0.12
H 5.598 0.962 0.509 0.00 0.00 0.00 0.12
H 3.732 -0.099 1.708 0.01 0.00 0.00 0.11
O 0.419 -0.641 -0.999 -0.19 0.36 0.28 -0.26
C 0.931 -0.980 -2.195 -0.01 -0.20 -0.24 -0.29
C 2.240 -0.624 -2.509 -0.13 -0.10 -0.09 0.02
C 2.737 -0.965 -3.755 0.06 0.08 0.08 -0.03
C 1.946 -1.647 -4.673 0.00 -0.05 -0.10 -0.05
C 0.652 -2.005 -4.350 -0.03 0.02 0.05 0.00
C 0.121 -1.680 -3.098 0.28 0.11 0.02 -0.08
C -1.214 -2.067 -2.681 -0.08 -0.05 -0.03 -0.22
N -1.873 -1.631 -1.604 0.00 0.06 0.07 0.00
C -3.092 -2.286 -1.587 -0.02 -0.03 -0.02 -0.10
C -3.165 -3.114 -2.654 -0.09 0.01 0.06 -0.02
N -1.981 -2.962 -3.332 0.10 0.06 0.05 0.15
H 2.837 -0.089 -1.781 -0.01 0.00 0.01 0.11
H 3.751 -0.693 -4.019 0.00 0.00 0.01 0.12
H 2.345 -1.901 -5.645 -0.01 0.00 0.01 0.12
H 0.055 -2.525 -5.090 -0.02 -0.01 0.02 0.12
H -3.813 -2.128 -0.804 -0.02 -0.03 -0.02 0.10
H -3.932 -3.794 -2.982 0.00 0.01 0.01 0.13
H -1.703 -3.481 -4.148 0.00 0.00 -0.01 0.17
```
Positions in Å, forces in eV/Å.

Computed properties:
Total charge   +2
LUMO   -0.252 Ha
Electronic energy   -6275.95742 Eh
Energy above the lowest of the compared OMol25 structures with the same formula, charge and spin   3.44 kcal per mole
Spin multiplicity   1

No. 2
A molecular structure, C34H24N5O4RhS4 in a non-equilibrium geometry, computed with wB97M-V/def2-TZVPD.

```
72
Properties=species:S:1:pos:R:3:forces:R:3:lowdin_charge:R:1
Rh -0.578 0.234 -0.679 -4.62 -0.61 -0.53 0.96
C 1.573 -3.463 1.136 -0.03 -0.06 -0.03 -0.02
C 0.766 -2.437 0.404 -0.23 -0.40 -0.31 -0.30
N 0.769 -1.187 0.646 1.28 1.00 0.67 -0.04
N 1.524 -0.703 1.660 -0.35 -0.04 -0.39 0.07
C 1.629 0.630 1.529 0.09 0.26 0.09 -0.46
O 1.213 1.313 0.568 0.52 -0.32 0.21 -0.08
C 2.305 1.335 2.666 -0.04 -0.10 -0.07 -0.15
C 2.163 2.714 2.774 0.04 0.08 0.07 -0.03
C 2.756 3.398 3.826 -0.01 -0.04 -0.03 -0.08
C 3.505 2.706 4.769 0.00 0.00 -0.03 -0.10
C 3.661 1.330 4.655 -0.02 -0.01 -0.03 -0.09
C 3.059 0.644 3.609 0.00 0.01 0.06 -0.04
C -0.133 -2.808 -0.696 -0.02 0.07 0.13 -0.21
C -0.236 -4.122 -1.121 -0.09 -0.17 -0.10 -0.01
C -1.121 -4.444 -2.134 0.07 -0.20 0.05 -0.05
C -1.876 -3.442 -2.704 -0.11 0.10 -0.02 -0.03
C -1.715 -2.143 -2.252 0.24 -0.11 0.13 -0.10
N -0.871 -1.824 -1.262 0.74 -0.04 0.02 0.00
H 2.127 -2.977 1.933 0.01 0.02 0.01 0.06
H 2.278 -3.954 0.460 -0.02 0.02 0.03 0.09
H 0.931 -4.237 1.566 0.02 0.03 -0.01 0.08
H 1.584 3.236 2.022 0.02 -0.01 0.01 0.11
H 2.639 4.472 3.907 0.00 -0.02 0.00 0.10
H 3.973 3.239 5.587 0.00 -0.01 -0.01 0.10
H 4.254 0.791 5.383 -0.01 0.00 0.00 0.10
H 3.166 -0.427 3.510 0.00 0.02 0.01 0.10
H 0.382 -4.882 -0.665 -0.03 0.02 0.04 0.11
H -1.217 -5.470 -2.470 0.02 0.04 0.00 0.11
H -2.580 -3.643 -3.498 0.01 0.04 0.00 0.11
H -2.273 -1.340 -2.692 -0.05 -0.08 -0.08 0.07
S -2.749 -3.873 2.818 0.17 -0.06 -0.14 1.06
C -3.703 -4.808 3.876 -0.03 -0.04 0.05 -0.41
C -4.630 -4.048 4.518 -0.02 0.14 -0.01 -0.18
C -4.561 -2.679 4.137 -0.17 -0.11 0.13 -0.12
C -3.586 -2.426 3.218 0.11 0.33 -0.13 -0.48
C -3.223 -1.130 2.608 0.03 -0.30 0.08 -0.17
C -2.192 -1.059 1.651 0.00 -0.03 0.03 -0.05
N -1.831 0.061 1.068 0.23 -0.60 0.07 0.06
C -2.461 1.202 1.394 0.09 -0.02 -0.02 -0.14
C -3.470 1.255 2.347 -0.29 0.07 0.26 -0.11
C -4.052 2.538 2.662 0.06 -0.19 -0.01 -0.01
C -3.619 3.659 2.051 0.12 0.03 -0.11 0.00
C -2.572 3.610 1.060 -0.21 0.33 0.14 -0.11
C -2.048 4.735 0.407 -0.19 0.11 0.15 0.07
C -1.029 4.604 -0.502 0.16 0.15 -0.18 -0.16
C -0.560 3.301 -0.775 0.05 0.05 0.13 -0.09
N -1.049 2.242 -0.177 0.91 0.04 -0.32 0.00
C -2.025 2.381 0.737 0.17 -0.16 -0.13 -0.14
C -0.437 5.777 -1.170 -0.10 -0.24 0.18 -0.48
C -0.782 7.089 -1.005 -0.04 0.24 -0.03 -0.12
C 0.019 7.978 -1.770 -0.09 -0.08 0.06 -0.18
C 0.959 7.317 -2.501 0.02 0.05 -0.02 -0.41
S 0.873 5.633 -2.267 0.13 -0.14 -0.12 1.08
C -3.849 0.047 2.950 -0.12 0.15 0.11 0.07
H -3.524 -5.867 3.970 -0.02 0.04 0.00 0.07
H -5.335 -4.442 5.236 0.01 0.02 -0.02 0.10
H -5.224 -1.920 4.532 0.03 -0.04 0.00 0.11
H -1.639 -1.944 1.359 -0.05 0.03 0.01 0.08
H -4.834 2.583 3.410 0.00 -0.02 -0.02 0.12
H -4.049 4.622 2.302 0.01 -0.01 -0.03 0.12
H -2.457 5.711 0.640 0.02 -0.03 0.01 0.12
H 0.234 3.117 -1.488 -0.03 -0.01 -0.01 0.08
H -1.588 7.418 -0.363 0.05 0.01 -0.02 0.11
H -0.102 9.052 -1.776 0.00 -0.04 0.00 0.10
H 1.696 7.732 -3.170 -0.04 -0.01 0.03 0.07
H -4.634 0.058 3.696 0.02 0.00 -0.03 0.12
O -2.606 0.511 -4.131 -0.52 -0.22 0.44 -0.35
S -2.053 1.134 -2.961 1.67 0.50 -0.87 0.19
O -2.430 0.429 -1.650 0.64 0.40 0.38 -0.49
O -2.181 2.567 -2.875 -0.49 -0.11 0.17 -0.35
S -0.014 0.652 -2.867 0.25 0.26 -0.07 0.41
```
Positions in Å, forces in eV/Å.

Computed properties:
Total charge   0
LUMO   -0.033 Ha
Electronic energy   -3588.14319 Eh
Energy above the lowest of the compared OMol25 structures with the same formula, charge and spin   29.72 kcal per mole
Spin multiplicity   1